Formula: C4H11NO
Source: the OMol25 dataset
Level of theory: ωB97M-V/def2-TZVPD

Element x y z (Å)
C (-1.43, 0.81, 0.09)
O (-2.28, -0.08, -0.63)
C (-0.52, -0.01, 0.98)
C (0.40, -0.97, 0.23)
C (1.43, -0.33, -0.67)
N (2.46, 0.46, 0.02)
H (-2.05, 1.47, 0.69)
H (-0.85, 1.39, -0.63)
H (-2.84, 0.44, -1.21)
H (-1.14, -0.57, 1.68)
H (0.09, 0.68, 1.58)
H (-0.21, -1.68, -0.33)
H (0.87, -1.60, 0.99)
H (1.96, -1.12, -1.21)
H (0.97, 0.33, -1.39)
H (3.00, -0.10, 0.66)
H (2.08, 1.26, 0.50)

Gap between HOMO and LUMO ... 10.0 eV
Spin multiplicity ... 1
HOMO ... -9.095 eV
Energy above the lowest of the compared OMol25 structures with the same formula, charge and spin ... 81.9 kJ/mol

Atomic partial charges in e from the Löwdin method, atoms 1 to 2: number 1, C, carries -0.2739; number 2, O, carries -0.0703

---

Formula: C2H3NOS2
Source: the OMol25 dataset
Level of theory: ωB97M-V/def2-TZVPD

Element x y z (Å)
C (0.75, -1.06, -0.04)
C (-0.15, 1.33, -0.23)
H (-1.60, -0.86, 0.91)
H (0.16, -2.16, 0.31)
H (-1.08, 1.85, -0.47)
N (-0.18, 0.04, -0.23)
O (-1.59, -0.39, -0.12)
S (2.34, -0.75, -0.14)
S (1.35, 2.00, 0.01)

Gap between HOMO and LUMO ... 6.7 eV
Spin multiplicity ... 1
HOMO ... -7.669 eV
Energy above the lowest of the compared OMol25 structures with the same formula, charge and spin ... 459.3 kJ/mol

Atomic partial charges in e from the Löwdin method, atoms 1 to 2: number 1, C, carries -0.6489; number 2, C, carries -0.6483

---

Formula: C38H78BIN3O9
Source: the OMol25 dataset
Level of theory: ωB97M-V/def2-TZVPD

Element x y z (Å)
C (1.33, -3.27, 0.67)
C (2.30, -2.96, -0.48)
C (2.48, -4.18, -1.41)
C (1.86, -1.73, -1.29)
C (0.52, -1.89, -2.05)
C (0.59, -1.40, -3.51)
C (-0.61, -1.18, -1.31)
O (-1.84, -1.79, -1.72)
C (-3.02, -1.45, -1.00)
B (-3.17, 0.15, -0.85)
O (-3.18, 0.83, 0.35)
O (-3.38, 0.80, -2.03)
C (-2.95, -2.36, 0.22)
I (-2.26, -1.97, 2.10)
N (-3.35, -3.55, -0.09)
C (-3.97, -3.62, -1.43)
C (-4.22, -2.13, -1.74)
C (-4.18, -1.86, -3.27)
N (-4.77, -3.01, -3.98)
C (-5.59, -1.66, -1.18)
C (-6.22, -2.29, 0.08)
N (-6.94, -3.54, -0.21)
H (0.44, -3.78, 0.29)
H (1.80, -3.91, 1.42)
H (1.03, -2.34, 1.16)
H (3.27, -2.71, -0.05)
H (2.77, -3.87, -2.42)
H (3.26, -4.85, -1.03)
H (1.56, -4.77, -1.50)
H (1.82, -0.86, -0.62)
H (2.64, -1.52, -2.03)
H (0.23, -2.94, -2.07)
H (0.63, -2.23, -4.22)
H (1.48, -0.77, -3.68)
H (-0.29, -0.80, -3.79)
H (-0.49, -1.26, -0.22)
H (-0.63, -0.12, -1.58)
H (-2.39, 0.67, 0.87)
H (-3.44, 1.75, -1.92)
H (-3.33, -4.31, 0.57)
H (-3.27, -4.09, -2.12)
H (-4.89, -4.22, -1.39)
H (-4.77, -0.96, -3.46)
H (-3.17, -1.65, -3.59)
H (-5.43, -2.69, -4.68)
H (-4.05, -3.50, -4.49)
H (-6.31, -1.84, -1.98)
H (-5.54, -0.58, -1.03)
H (-5.50, -2.44, 0.89)
H (-6.92, -1.55, 0.47)
H (-7.92, -3.46, -0.01)
H (-6.58, -4.34, 0.29)
C (3.98, 2.15, -5.99)
C (5.12, 1.16, -6.24)
C (5.11, 0.34, -4.96)
O (3.75, 0.32, -4.51)
C (2.98, 1.27, -5.25)
H (3.57, 2.58, -6.89)
H (4.33, 2.96, -5.34)
H (4.88, 0.53, -7.10)
H (6.08, 1.63, -6.43)
H (5.73, 0.81, -4.19)
H (5.46, -0.68, -5.11)
H (2.33, 0.74, -5.95)
H (2.35, 1.83, -4.55)
C (-2.95, 3.39, 2.47)
C (-3.67, 4.61, 3.06)
C (-2.68, 5.73, 2.75)
O (-2.03, 5.35, 1.53)
C (-2.31, 4.00, 1.22)
H (-3.61, 2.56, 2.25)
H (-2.17, 3.05, 3.16)
H (-4.61, 4.79, 2.54)
H (-3.88, 4.52, 4.12)
H (-1.93, 5.82, 3.54)
H (-3.16, 6.69, 2.62)
H (-3.01, 3.95, 0.38)
H (-1.38, 3.50, 0.93)
C (9.46, 1.75, -3.36)
C (10.56, 0.72, -3.60)
C (9.85, -0.28, -4.50)
O (8.90, 0.47, -5.26)
C (8.77, 1.78, -4.72)
H (9.84, 2.73, -3.05)
H (8.77, 1.39, -2.59)
H (11.40, 1.17, -4.13)
H (10.95, 0.26, -2.69)
H (9.31, -1.04, -3.91)
H (10.52, -0.80, -5.19)
H (9.26, 2.49, -5.39)
H (7.72, 2.04, -4.65)
C (-8.05, 7.23, 2.49)
C (-8.42, 6.89, 3.93)
C (-7.20, 6.09, 4.39)
O (-6.09, 6.62, 3.67)
C (-6.55, 7.48, 2.62)
H (-8.58, 8.08, 2.09)
H (-8.23, 6.37, 1.84)
H (-8.52, 7.80, 4.52)
H (-9.35, 6.33, 4.03)
H (-7.31, 5.03, 4.14)
H (-7.00, 6.18, 5.45)
H (-6.34, 8.52, 2.88)
H (-5.99, 7.24, 1.71)
C (4.14, -0.21, 4.17)
C (5.29, -1.15, 3.81)
C (4.61, -2.12, 2.85)
O (3.58, -1.37, 2.19)
C (3.40, -0.12, 2.85)
H (4.46, 0.76, 4.54)
H (3.51, -0.68, 4.93)
H (6.07, -0.60, 3.29)
H (5.74, -1.65, 4.66)
H (4.15, -2.95, 3.40)
H (5.28, -2.53, 2.10)
H (3.81, 0.68, 2.22)
H (2.32, 0.06, 2.96)
C (-0.58, -3.66, 4.92)
C (-0.57, -4.17, 6.36)
C (0.88, -4.63, 6.49)
O (1.65, -3.78, 5.65)
C (0.79, -3.02, 4.80)
H (-1.38, -2.95, 4.71)
H (-0.68, -4.50, 4.22)
H (-0.77, -3.35, 7.05)
H (-1.29, -4.97, 6.55)
H (1.00, -5.67, 6.15)
H (1.26, -4.56, 7.51)
H (0.76, -1.98, 5.14)
H (1.19, -3.04, 3.78)

Charge ... +1
Gap between HOMO and LUMO ... 6.9 eV
Spin multiplicity ... 1
HOMO ... -10.691 eV

Atomic partial charges in e from the Löwdin method, atoms 1 to 2: number 1, C, carries -0.0933; number 2, C, carries -0.4071

---

Formula: C20H37FNO11PS5Si
Source: the OMol25 dataset
Level of theory: ωB97M-V/def2-TZVPD

Element x y z (Å)
C (3.40, 1.09, 1.19)
C (2.84, 2.12, 1.50)
C (1.94, 3.37, 1.82)
Si (0.33, 3.21, 0.78)
F (0.86, 2.85, -0.80)
N (-0.57, 4.73, 0.65)
C (-1.35, 4.95, 1.59)
O (-2.28, 5.02, 2.30)
P (-0.87, 1.46, 1.43)
O (-1.72, 0.92, 0.09)
O (0.24, 0.24, 1.80)
S (-1.94, 1.75, 3.02)
H (3.83, 0.19, 0.67)
H (2.49, 4.25, 1.36)
H (1.74, 3.48, 2.92)
H (-1.53, 1.53, -0.65)
H (0.01, -0.03, 2.72)
C (6.99, -3.39, 1.86)
C (7.47, -1.95, 2.00)
C (7.22, -1.25, 0.66)
S (5.82, -2.08, -0.08)
O (6.26, -2.75, -1.28)
O (4.67, -1.20, -0.07)
C (5.62, -3.31, 1.20)
H (6.94, -3.90, 2.82)
H (7.68, -3.95, 1.22)
H (6.90, -1.45, 2.79)
H (8.53, -1.90, 2.27)
H (6.97, -0.19, 0.80)
H (8.07, -1.35, -0.01)
H (5.29, -4.25, 0.77)
H (4.87, -2.94, 1.90)
C (-5.42, 3.49, 1.49)
C (-6.30, 3.79, 0.27)
C (-7.48, 2.82, 0.31)
S (-7.74, 2.41, 2.04)
O (-7.45, 1.01, 2.23)
O (-8.98, 3.00, 2.49)
C (-6.37, 3.37, 2.67)
H (-4.68, 4.28, 1.66)
H (-4.89, 2.55, 1.34)
H (-6.67, 4.82, 0.34)
H (-5.75, 3.71, -0.66)
H (-8.39, 3.26, -0.09)
H (-7.26, 1.89, -0.22)
H (-5.93, 2.86, 3.53)
H (-6.76, 4.34, 2.97)
C (-6.59, 3.49, -5.08)
C (-7.21, 4.85, -5.42)
C (-8.13, 5.24, -4.26)
S (-7.46, 4.44, -2.80)
O (-8.40, 3.46, -2.34)
O (-6.91, 5.45, -1.93)
C (-6.12, 3.60, -3.63)
H (-5.76, 3.25, -5.75)
H (-7.34, 2.71, -5.17)
H (-6.42, 5.60, -5.52)
H (-7.76, 4.82, -6.36)
H (-8.15, 6.32, -4.10)
H (-9.14, 4.86, -4.41)
H (-5.94, 2.63, -3.16)
H (-5.23, 4.23, -3.55)
C (6.07, -8.98, 0.52)
C (5.80, -8.07, -0.69)
C (6.30, -6.67, -0.33)
S (7.63, -6.90, 0.85)
O (7.21, -6.34, 2.12)
O (8.88, -6.56, 0.24)
C (7.50, -8.68, 0.95)
H (5.93, -10.03, 0.27)
H (5.37, -8.73, 1.33)
H (6.35, -8.45, -1.56)
H (4.74, -8.06, -0.96)
H (6.69, -6.15, -1.21)
H (5.52, -6.08, 0.14)
H (7.72, -9.01, 1.96)
H (8.22, -9.11, 0.25)

Gap between HOMO and LUMO ... 9.4 eV
Spin multiplicity ... 1
HOMO ... -9.477 eV

Atomic partial charges in e from the Löwdin method, atoms 1 to 2: number 1, C, carries 0.0822; number 2, C, carries -0.1994

---

Formula: C32H41BrF4N7OPSn
Source: the OMol25 dataset
Level of theory: ωB97M-V/def2-TZVPD

Element x y z (Å)
Sn (0.41, 0.03, -1.22)
C (2.55, 1.70, -3.90)
C (3.32, 1.80, -2.57)
N (2.52, 1.57, -1.35)
C (2.07, 2.77, -0.63)
C (0.76, 3.30, -1.18)
N (-0.35, 2.34, -1.01)
C (-1.51, 2.79, -1.83)
C (-2.85, 2.11, -1.55)
C (-2.85, 0.61, -1.25)
N (-1.85, -0.17, -2.01)
C (-1.94, -0.13, -3.48)
C (-0.58, -0.45, -4.08)
N (0.41, 0.51, -3.54)
C (1.76, 0.41, -4.13)
H (3.30, 1.79, -4.69)
H (1.89, 2.56, -4.03)
H (3.82, 2.77, -2.52)
H (4.11, 1.04, -2.59)
H (3.09, 1.03, -0.71)
H (2.82, 3.56, -0.65)
H (1.92, 2.50, 0.42)
H (0.87, 3.50, -2.25)
H (0.51, 4.24, -0.70)
H (-0.63, 2.39, -0.03)
H (-1.23, 2.66, -2.88)
H (-1.63, 3.87, -1.69)
H (-3.48, 2.32, -2.42)
H (-3.34, 2.60, -0.71)
H (-3.85, 0.22, -1.42)
H (-2.62, 0.45, -0.20)
H (-1.93, -1.15, -1.71)
H (-2.25, 0.87, -3.79)
H (-2.69, -0.83, -3.85)
H (-0.63, -0.39, -5.17)
H (-0.26, -1.46, -3.81)
H (0.06, 1.45, -3.73)
H (1.67, 0.23, -5.20)
H (2.27, -0.45, -3.69)
F (2.93, -1.76, 6.51)
C (2.18, -1.29, 5.53)
C (1.10, -0.48, 5.81)
F (0.80, -0.17, 7.06)
C (0.32, -0.01, 4.76)
F (-0.71, 0.77, 5.08)
C (0.58, -0.32, 3.44)
P (-0.49, 0.30, 2.08)
C (-0.60, 2.09, 2.43)
C (-1.74, 2.80, 2.04)
C (-1.76, 4.19, 2.10)
C (-0.64, 4.88, 2.55)
C (0.49, 4.18, 2.94)
C (0.52, 2.79, 2.87)
C (-2.13, -0.42, 2.44)
C (-2.42, -1.58, 1.72)
C (-3.63, -2.24, 1.92)
C (-4.55, -1.73, 2.82)
C (-4.27, -0.57, 3.53)
C (-3.06, 0.08, 3.35)
C (1.68, -1.14, 3.19)
Br (2.16, -1.68, 1.44)
C (2.47, -1.62, 4.22)
F (3.52, -2.41, 3.97)
H (-2.62, 2.27, 1.71)
H (-2.65, 4.73, 1.82)
H (-0.66, 5.96, 2.61)
H (1.36, 4.71, 3.31)
H (1.41, 2.26, 3.19)
H (-1.71, -1.97, 1.00)
H (-3.85, -3.14, 1.36)
H (-5.49, -2.24, 2.97)
H (-4.99, -0.18, 4.24)
H (-2.85, 0.98, 3.92)
C (2.29, -6.43, -0.68)
N (1.66, -5.16, -1.01)
C (0.37, -4.71, -0.56)
C (0.28, -3.36, -1.26)
O (-0.68, -2.59, -1.15)
N (1.40, -3.13, -1.98)
C (2.17, -4.22, -1.81)
N (3.36, -4.34, -2.39)
H (1.61, -6.99, -0.04)
H (3.22, -6.28, -0.14)
H (2.47, -7.03, -1.58)
H (0.32, -4.59, 0.52)
H (-0.44, -5.37, -0.89)
H (3.68, -3.62, -3.01)
H (3.93, -5.16, -2.27)

Charge ... +2
Gap between HOMO and LUMO ... 8.6 eV
Spin multiplicity ... 1
HOMO ... -12.940 eV
Energy above the lowest of the compared OMol25 structures with the same formula, charge and spin ... 0.0 kJ/mol

Atomic partial charges in e from the Löwdin method, atoms 1 to 2: number 1, Sn, carries 1.2936; number 2, C, carries -0.1564

---

Formula: C3H4OS
Source: the OMol25 dataset
Level of theory: ωB97M-V/def2-TZVPD

Element x y z (Å)
C (2.57, 0.38, 0.40)
C (0.18, 0.87, -0.08)
C (-0.77, -0.22, 0.22)
O (3.45, -0.45, 0.29)
S (0.30, 2.38, -0.44)
H (2.82, 1.42, 0.80)
H (-0.42, -1.27, 0.72)
H (-1.18, -0.53, -0.83)
H (-1.67, 0.16, 0.73)

Gap between HOMO and LUMO (spin up / spin down) ... 7.8 / 7.1 eV
Spin multiplicity ... 1
HOMO (spin up / spin down) ... -7.936 / -7.475 eV
Energy above the lowest of the compared OMol25 structures with the same formula, charge and spin ... 392.8 kJ/mol

Atomic partial charges in e from the Löwdin method, atoms 1 to 2: number 1, C, carries -0.1231; number 2, C, carries -0.7486